(1)
Molecular formula: C31H34F5N9OPSTi
Method: DFT, ωB97M-V with the def2-TZVPD basis set

CARTESIAN COORDINATES (ANGSTROEM)
1 C -0.6071 0.8095 -6.7503
2 C 2.0448 -4.5692 -0.3390
3 C 3.3976 -4.5998 0.3744
4 C 0.3878 -1.3847 -6.5484
5 H -0.7266 -3.7254 4.2013
6 H 3.6150 1.6319 2.9017
7 H 1.9337 -3.5174 2.4938
8 C 2.0894 1.0184 1.5650
9 F -5.2685 4.8925 0.4357
10 H -0.0021 -5.0002 -2.5393
11 C -1.7179 -3.8532 3.7597
12 H -3.7190 -3.8670 -2.7095
13 C -1.8756 -2.9443 2.5476
14 H 0.7949 -2.0455 -4.5394
15 H -2.1429 -6.0492 -2.9070
16 H -2.7686 -2.9102 -0.7288
17 H 3.7304 -2.4615 0.2684
18 H -2.4613 -3.6433 4.5278
19 C -2.1212 -5.2681 -2.1487
20 H -1.6186 -5.8028 1.0730
21 Ti -0.2589 0.2316 -0.0031
22 H 4.2121 -4.8281 -0.3105
23 H -0.5347 1.3202 5.1307
24 H -0.9888 1.8399 -4.8994
25 C -2.9528 5.0409 0.1133
26 C -2.0965 -2.9539 -1.5921
27 C -0.6036 0.9463 -5.3714
28 F -5.1932 2.2339 0.3241
29 H -2.9273 -2.7489 2.3283
30 S -2.7591 0.4547 -0.0986
31 P -0.2780 -3.1290 0.2987
32 N -0.0983 0.0878 -2.0125
33 C -2.6345 -3.9204 -2.6371
34 H 4.7864 1.0508 -1.0225
35 C 4.0094 1.0357 -0.2680
36 C -1.7452 4.3987 -0.0774
37 N -0.7760 -3.5449 -1.2006
38 H 2.1428 -4.2003 -1.3626
39 H -0.1200 -0.4536 -8.4082
40 C -0.1143 -0.3519 -7.3308
41 N 1.6993 0.6413 0.2789
42 N -1.2578 -3.7303 1.4511
43 H -2.7177 -5.6044 -1.2964
44 H 1.5916 -5.5578 -0.3736
45 C -1.7457 3.0215 -0.1263
46 C -4.0477 2.9020 0.1879
47 C -1.8650 -5.2535 3.1712
48 N 4.3860 1.3711 0.9986
49 H -1.9691 -1.9411 -1.9622
50 H -2.9199 -5.4906 3.0232
51 F -0.6202 5.0945 -0.2096
52 H -1.3748 -1.9860 2.6576
53 C 2.7471 0.6956 -0.6276
54 H 0.7703 -2.2843 -7.0107
55 H -0.0978 -5.4497 1.9059
56 H -2.2187 -3.6902 -3.6214
57 H 1.8420 -1.9503 1.6675
58 C 3.3866 1.3576 1.8768
59 F -0.5150 2.4214 -0.3170
60 C 1.0016 1.0440 2.5277
61 H 2.5180 0.4313 -1.6495
62 F -3.0085 6.3662 0.1712
63 H -2.1099 0.8431 3.1499
64 N -0.2597 1.1789 4.1726
65 H 4.2449 -3.1630 1.8080
66 C -1.0354 0.9370 3.1272
67 C 0.4034 -1.2570 -5.1694
68 O -0.3709 -1.6089 0.4598
69 C 2.0883 -3.0025 1.5400
70 C -2.8546 2.2151 -0.0025
71 H 3.3868 -5.3677 1.1512
72 C -0.0957 -0.0915 -4.6001
73 H -1.4345 -6.0313 3.7991
74 H -0.9959 1.6068 -7.3684
75 N 1.0560 1.2456 3.8245
76 H -0.3495 -5.6398 -0.9380
77 N -0.2674 0.8421 2.0542
78 C -0.7009 -4.9497 -1.7032
79 N 1.2532 -3.6132 0.4715
80 C -4.1033 4.2830 0.2470
81 C -0.0852 0.0319 -3.1578
82 C 3.4987 -3.2226 1.0178
83 C -1.1501 -5.1604 1.8202

Results
Spin multiplicity: 3
Charge: +1
Max |F| in eV Å⁻¹: 1.46
Energy relative to the best compared isomer or geometry (same formula, charge and spin) in kJ/mol: 54.9
E in Eh: -3858.0417

---

(2)
Molecular formula: H18O10V
Method: DFT, ωB97M-V with the def2-TZVPD basis set

CARTESIAN COORDINATES (ANGSTROEM)
1 H -3.3285 -0.3017 -0.3637
2 H 2.0542 -0.2219 2.8757
3 O -3.0037 -1.4978 0.9525
4 H 0.9628 -0.5968 -2.6092
5 O -1.0887 -2.8208 -1.0598
6 H 3.1202 2.4152 0.1683
7 O -0.5008 -0.1443 0.0008
8 H -2.5470 -2.1774 0.4350
9 H 3.6995 1.0479 -0.2625
10 H -0.3727 3.0073 -0.9380
11 H -3.8978 -0.2787 -1.7923
12 O 2.9103 1.4657 0.1219
13 O 1.9637 -1.3641 0.2748
14 H 0.5828 0.1634 3.1035
15 O -3.5450 0.2971 -1.1056
16 H -1.3133 -2.8912 -1.9979
17 H 1.8665 0.6387 -2.4525
18 H -2.6629 -1.5958 1.8477
19 O 0.3985 2.4188 -0.9639
20 V 0.8934 0.5998 0.2294
21 O -0.6110 1.9683 1.5777
22 H 2.5543 -1.8498 0.8686
23 H -0.9668 2.0440 2.4751
24 H 0.7278 2.4855 -1.8701
25 O 1.2580 0.0643 -1.9641
26 H -0.9104 2.7726 1.1366
27 H 1.6530 -2.0172 -0.3744
28 O 1.2631 0.0985 2.4174
29 H -1.1597 -3.7297 -0.7308

Results
Spin multiplicity: 2
Charge: +2
Max |F| in eV Å⁻¹: 5.37
Energy relative to the best compared isomer or geometry (same formula, charge and spin) in kJ/mol: 136.0
E in Eh: -1706.6528

---

(3)
Molecular formula: C22H20CuN4S5
Method: DFT, ωB97M-V with the def2-TZVPD basis set

CARTESIAN COORDINATES (ANGSTROEM)
1 H 3.3378 4.0870 -0.7611
2 C 1.8318 -3.0717 -1.9898
3 H -2.7189 -0.1436 2.4775
4 H -1.4660 1.8023 -0.3092
5 C -4.5558 -0.5281 1.4055
6 C -2.8353 -1.0125 -0.6576
7 C -5.0742 -0.8719 0.1685
8 H 4.1596 2.2127 0.6821
9 C 1.4043 3.1912 -1.0136
10 C 2.3980 -4.0576 -1.2012
11 C -4.2004 -1.1152 -0.8785
12 H -1.1333 2.9804 -1.5796
13 C 2.6988 3.2456 -0.5262
14 H -6.1435 -0.9450 0.0182
15 C -1.0463 0.9307 -2.2273
16 H 1.2172 -2.9215 1.7436
17 S 2.6092 1.1336 4.1700
18 H -5.1961 -0.3264 2.2525
19 N -2.3383 -0.6649 0.5318
20 C -3.1810 -0.4317 1.5412
21 H 1.0135 3.9838 -1.6379
22 C 1.0399 0.9351 3.4334
23 H -2.0979 0.9602 -2.5269
24 C 2.2908 1.1720 0.5544
25 C 1.4021 -2.9966 0.6786
26 H 1.2521 -0.1476 -2.2567
27 H 2.5974 -4.7658 0.8284
28 C 0.3735 2.1403 3.1133
29 C -1.8342 -1.3343 -1.7455
30 H -4.5653 -1.3805 -1.8623
31 Cu -0.2844 -0.3699 0.9630
32 C 2.1798 -4.0204 0.1664
33 H 2.9954 -4.8425 -1.6466
34 C 0.5135 -0.9530 -2.2468
35 N 1.0331 1.1285 0.1102
36 N -0.7272 -0.4110 -1.7545
37 C 0.5885 2.1174 -0.6752
38 C 1.0730 -2.0719 -1.3926
39 H -2.3585 -1.3859 -2.7132
40 S 0.4882 -0.6292 3.1356
41 S 4.0808 3.6899 4.4903
42 S 1.2885 3.5925 3.4749
43 H 2.5982 0.3383 1.1754
44 N 0.8563 -2.0421 -0.0766
45 H 0.4374 -1.3217 -3.2842
46 C 3.1596 2.2114 0.2711
47 H -1.4437 -2.3358 -1.5438
48 S -1.1389 2.2753 2.4309
49 H -0.4666 1.1626 -3.1296
50 H 1.9720 -3.0671 -3.0632
51 C -0.8266 2.0167 -1.1676
52 C 2.7421 2.8575 4.0505

Results
Spin multiplicity: 2
Max |F| in eV Å⁻¹: 0.30
Energy relative to the best compared isomer or geometry (same formula, charge and spin) in kJ/mol: 5.9
E in Eh: -4700.8395

---

(4)
Molecular formula: C2H13NO3
Method: DFT, ωB97M-V with the def2-TZVPD basis set

CARTESIAN COORDINATES (ANGSTROEM)
1 H -2.3634 1.4698 -0.4960
2 H -1.8667 1.6392 1.1728
3 H -0.1217 0.4753 1.1117
4 H 2.8635 0.4820 0.7705
5 H -2.3354 -0.8074 1.4470
6 H -2.1859 -1.0593 -0.2995
7 C -2.4163 1.0011 0.4862
8 H 3.0103 0.4829 -1.3778
9 O 0.2404 -1.3434 -2.8207
10 H -3.4507 0.8738 0.8068
11 H 0.6939 -2.1753 -2.6918
12 H 2.0578 1.6670 -1.1112
13 N -0.4110 -0.4090 0.7423
14 O 2.5143 -0.0845 1.4867
15 H 3.1319 -0.4280 2.1322
16 H -0.4994 -1.4462 -2.2048
17 C -1.8608 -0.4411 0.5387
18 O 2.9160 1.2753 -0.8646
19 H 0.0831 -1.1722 1.1713

Results
Max |F| in eV Å⁻¹: 1.80
Energy relative to the best compared isomer or geometry (same formula, charge and spin) in kJ/mol: 109.9
E in Eh: -364.4457

---

(5)
Molecular formula: C30H27ClGaN4O7SSb
Method: DFT, ωB97M-V with the def2-TZVPD basis set

CARTESIAN COORDINATES (ANGSTROEM)
1 Cl 5.5281 4.2605 4.2865
2 C 0.7718 3.0351 0.8031
3 H 2.2586 -4.5122 0.2047
4 H -0.5379 3.9277 -2.0649
5 H 0.5440 0.8685 3.4904
6 N 0.6109 -2.6541 -1.6108
7 N -2.3474 -3.4095 -0.8735
8 C 0.1743 -2.5079 -2.8653
9 O 2.4007 0.5538 -1.7026
10 H -3.5302 2.2003 3.0328
11 O 4.4699 1.1724 -0.5349
12 C 3.9280 2.5796 2.8906
13 H 2.6716 1.2703 1.7665
14 H -3.7726 0.4641 1.2441
15 H -1.3232 2.3916 4.2060
16 O 0.4227 -0.8005 1.7250
17 C 2.2706 4.6261 2.0120
18 H 0.5537 -2.7298 -4.9688
19 N -2.1952 1.0142 -2.1231
20 C -1.9004 2.2905 -1.8570
21 N -0.6183 -0.1079 2.1216
22 H 1.5169 -2.9746 0.7014
23 S 3.6198 0.0662 -0.9053
24 C 2.6713 -3.5015 -2.4599
25 C 2.2389 -3.3231 -3.7537
26 C -2.7137 1.5344 2.7898
27 H 3.6713 -3.8497 -2.2427
28 C 3.3527 4.9257 2.8205
29 C -0.1285 0.8192 -3.3167
30 H 1.0999 2.5777 -3.3910
31 H 2.8880 -3.5509 -4.5902
32 C -4.0027 -3.1413 0.8204
33 H 4.5941 1.7927 3.2155
34 C 1.8145 -3.1816 -1.4036
35 C 2.0012 3.3113 1.6394
36 C -2.3204 -5.0294 0.9038
37 C -0.4556 0.8170 3.0873
38 C -2.7749 -2.2939 -1.4572
39 C -2.9226 -3.8148 0.2606
40 H -2.2592 -5.8438 0.1825
41 H -4.1663 -0.6489 -1.4617
42 C -3.8579 -1.5603 -0.9657
43 H -3.8295 2.5720 -0.9715
44 H -1.3018 -4.8017 1.2244
45 O 0.0116 3.9602 0.5427
46 C 2.8394 2.2940 2.0775
47 C 0.1621 2.1512 -3.0594
48 H -2.4405 3.0551 0.0407
49 C -1.4932 1.6446 3.4442
50 O 4.2838 -1.0299 -1.5755
51 H 0.5902 0.1885 -3.8254
52 H 3.5693 5.9441 3.1132
53 Sb -1.7897 -1.7533 -3.2916
54 H -2.9416 4.0885 -1.2836
55 O 2.8654 -0.4611 0.3401
56 C -2.8555 0.5734 1.8052
57 O 0.5340 1.8052 0.4899
58 H -5.3370 -1.4733 0.5893
59 H 1.6083 5.4048 1.6587
60 H 3.2135 -3.0131 0.2013
61 Ga 1.0658 0.0585 -0.2418
62 H -4.4525 -3.5021 1.7368
63 C -1.3168 0.2958 -2.8305
64 C -4.4871 -2.0094 0.1819
65 C 0.9471 -2.8442 -3.9655
66 C -1.7951 -0.2481 1.4849
67 C -0.7394 2.8987 -2.3283
68 C 2.2267 -3.4348 0.0157
69 H -1.8046 -1.0079 0.7179
70 H -2.8971 -5.3565 1.7689
71 C -2.8482 3.0474 -0.9724
72 C 4.1659 3.8900 3.2561

Results
Spin multiplicity: 2
Charge: -1
Max |F| in eV Å⁻¹: 0.33
Energy relative to the best compared isomer or geometry (same formula, charge and spin) in kJ/mol: 26.3
E in Eh: -4928.6275